Entry 1:
The following is a DFT calculation (ωB97M-V/def2-TZVPD) of C13H31O14S3V as an isolated structure in a non-equilibrium geometry.

Its spin multiplicity is 2. As for the energy relative to the best compared isomer or geometry (same formula, charge and spin): 643.0 kJ/mol. The expectation value of S² is 0.7672. As for the highest occupied orbital energy (spin up / spin down): -2.2 / -2.1 eV. The total charge is -1.

Structure (XYZ):
```
62
Properties=species:S:1:pos:R:3:forces:R:3
O -2.8569 -1.9155 0.4587 1.646 0.433 -0.393
V -1.9119 -1.3628 -0.6843 -3.489 -3.917 -2.977
C 1.3174 -3.0367 -0.1127 0.097 -1.494 -1.381
C 0.7278 -3.3707 -1.5251 -1.891 -0.590 0.099
C 0.8405 -4.8921 -1.7828 1.144 -0.749 0.272
O -0.6032 -3.0193 -1.7588 -0.172 1.953 1.653
H 1.3835 -1.9765 0.1317 -0.115 -0.129 0.005
H 2.2825 -3.5371 -0.1915 0.688 0.575 0.365
H 0.8119 -3.6679 0.6183 -0.527 0.494 0.252
H 1.3818 -2.9510 -2.2894 0.533 0.676 -0.239
H 0.2966 -5.5346 -1.0903 -0.550 0.337 0.039
H 1.8628 -5.2542 -1.6742 0.699 0.240 0.414
H 0.6780 -5.2555 -2.7975 -0.859 0.641 -0.146
C -3.4312 -1.6391 -2.9656 5.974 -6.232 0.707
O -2.9277 -2.1900 -3.9196 -0.956 0.691 -10.091
O -2.8563 -0.6593 -2.5083 1.891 9.822 2.989
O -3.4498 -2.5582 -2.1156 -4.086 -2.863 8.111
O -1.0695 -0.7664 4.2281 1.063 0.889 -1.616
S -0.1787 -0.7892 3.0808 0.679 -1.707 -0.663
O -0.6698 -1.0143 1.7197 1.154 1.472 2.421
O 0.8569 0.5592 3.2296 -3.860 -2.464 3.369
C 1.8001 0.7847 2.3226 1.893 1.201 -4.487
C 1.3359 1.9825 1.4416 0.545 -0.972 0.861
C 0.9882 -2.1558 3.3750 0.878 -0.012 1.053
H 1.9515 -0.0422 1.6287 -0.309 -0.439 -0.123
H 2.8168 0.9301 2.6876 -0.153 0.236 0.933
H 0.3120 1.7331 1.1633 0.177 0.223 -0.454
H 2.0237 2.0568 0.5993 -0.279 0.307 -0.161
H 1.3230 2.8828 2.0559 0.052 0.153 -0.180
H 1.1713 -2.2550 4.4449 -0.637 0.261 0.252
H 2.0181 -2.0149 3.0471 -0.303 0.492 -0.846
H 0.6615 -3.1357 3.0269 -0.528 0.483 -0.367
O -0.2315 0.0375 -1.3082 2.831 2.295 -3.019
S 0.4720 0.7018 -2.4732 -0.350 -0.780 -0.549
O 0.3911 2.1550 -2.7115 -0.583 -2.316 0.820
O 2.1048 0.4484 -2.3211 -1.294 -0.948 0.842
C 2.9719 0.8860 -3.3816 -0.551 1.898 -0.425
C 4.0692 1.7142 -2.7058 0.537 -0.839 0.912
C 0.2082 -0.1840 -4.1577 -0.701 0.914 1.549
H 2.3972 1.5939 -3.9789 -0.032 0.021 -0.207
H 3.2339 0.0873 -4.0755 0.364 -0.331 0.606
H 4.3605 1.1599 -1.8136 -0.157 -0.002 0.317
H 3.6988 2.6821 -2.3679 -0.181 -0.101 -0.160
H 5.0478 1.8592 -3.1633 -0.376 -0.053 -0.887
H 0.7038 0.5021 -4.8445 0.148 -0.307 0.058
H -0.8638 -0.1913 -4.3548 -0.237 0.009 0.327
H 0.5342 -1.2240 -4.1414 0.272 0.232 0.362
O -2.3374 0.6914 0.2491 -1.296 3.750 2.453
S -2.9858 1.7542 1.0775 1.014 -1.191 -1.138
O -4.2549 1.4873 1.7100 1.237 0.036 -0.087
O -1.9044 2.4326 2.1544 -0.332 -1.348 -1.140
C -2.4222 2.6757 3.4516 -0.544 -0.583 1.307
C -1.4188 3.3661 4.3706 -0.709 0.027 -1.167
C -3.1719 3.2517 0.1548 -0.141 -0.830 -1.068
H -2.7521 1.7314 3.8845 0.080 -0.092 0.028
H -3.3138 3.3001 3.3946 -0.066 0.148 -0.196
H -0.5216 2.7785 4.5652 -0.138 0.084 0.031
H -2.0027 3.5865 5.2643 0.384 -0.016 0.242
H -1.2038 4.3056 3.8615 0.512 0.159 0.329
H -2.2190 3.6207 -0.2248 0.002 -0.060 0.355
H -3.7438 3.9652 0.7481 0.191 -0.136 -0.033
H -3.7330 2.8898 -0.7068 -0.284 0.351 -0.129
```
Positions in Å, forces in eV/Å.

---

Entry 2:
The following is a DFT calculation (ωB97M-V/def2-TZVPD) of a 2-piece molecular cluster, CH5NOS overall in a non-equilibrium geometry.

As for the SMILES: C=O.NS. As for the energy relative to the best compared isomer or geometry (same formula, charge and spin): 198.0 kJ/mol. As for the highest occupied orbital energy: -8.9 eV.

Structure (XYZ):
```
9
Properties=species:S:1:pos:R:3:forces:R:3
C -2.0656 0.1767 -0.1235 0.107 3.152 0.056
N 1.8424 0.3281 0.2676 -0.820 -0.564 0.153
O -2.1829 -0.7806 0.5475 -0.016 -1.791 1.071
S 1.6054 -1.1194 -0.7144 -0.989 1.083 1.575
H 2.1502 0.2088 1.2130 -0.076 -1.038 0.476
H -2.2647 0.2178 -1.1807 -0.069 -0.386 -1.039
H -1.8175 1.2104 0.2969 0.010 -0.938 -0.093
H 2.4551 1.0424 -0.0400 0.423 0.404 -1.487
H 0.2776 -1.2841 -0.2663 1.430 0.078 -0.713
```
Positions in Å, forces in eV/Å.

---

Entry 3:
The following is a DFT calculation (ωB97M-V/def2-TZVPD) of a 2-piece molecular cluster, C3H11N3 overall in a non-equilibrium geometry.

Its spin multiplicity is 2. As for the energy relative to the best compared isomer or geometry (same formula, charge and spin): 220.0 kJ/mol. The expectation value of S² is 0.7599. As for the highest occupied orbital energy (spin up / spin down): -12.3 / -12.3 eV. The total charge is +1.

Structure (XYZ):
```
17
Properties=species:S:1:pos:R:3:forces:R:3
C 0.8290 1.2205 0.2698 1.198 0.878 -0.551
C 2.2049 2.9578 0.9587 1.501 -0.109 -0.198
N 2.0292 1.7057 0.9634 -1.406 0.171 0.971
H 0.1345 0.8847 1.0379 0.037 -0.246 -0.055
H 1.1407 0.4466 -0.4368 -0.332 -0.243 0.062
H 0.3558 2.0507 -0.2624 -0.241 -0.174 -0.285
H 2.8844 3.3762 1.7014 0.251 -0.098 -0.211
H 1.9357 3.6601 0.1604 -1.010 -0.121 0.242
N -1.3802 -1.2277 0.6588 0.509 -2.205 -0.867
C -1.7458 -1.5255 -0.7651 -2.317 1.575 -0.506
N -0.7643 -2.3017 -1.3858 0.326 -0.652 0.778
H -0.3682 -1.2815 0.7737 0.122 0.669 0.328
H -1.7821 -1.9735 1.2322 0.032 0.336 0.440
H -2.6967 -2.0592 -0.7673 0.223 -0.430 0.258
H -2.0783 -0.6110 -1.2553 1.091 0.260 -0.239
H 0.1976 -2.0147 -1.5382 -0.168 0.386 -0.229
H -0.8964 -3.3075 -1.3453 0.184 0.005 0.063
```
Positions in Å, forces in eV/Å.

---

Entry 4:
The following is a DFT calculation (ωB97M-V/def2-TZVPD) of C37H51BrCrN2P2S as an isolated structure in a non-equilibrium geometry.

Its spin multiplicity is 5. As for the energy relative to the best compared isomer or geometry (same formula, charge and spin): 100.1 kJ/mol. The expectation value of S² is 6.2144. As for the highest occupied orbital energy (spin up / spin down): -12.0 / -12.4 eV. The total charge is +2.

Structure (XYZ):
```
95
Properties=species:S:1:pos:R:3:forces:R:3
N -4.1788 4.4329 -3.7494 -1.289 -0.227 -0.040
C -3.9052 4.9767 -2.5634 1.200 0.048 -0.088
C -2.6971 4.7187 -1.9026 -0.122 -0.861 -0.843
C -1.8199 3.7652 -2.4822 -0.629 0.716 -0.707
C -2.0862 3.3201 -3.7885 -0.921 -0.209 -0.038
C -3.3414 3.5933 -4.3452 0.778 0.787 0.520
C -0.9322 2.9657 -1.6258 0.441 -0.886 -0.937
Cr 0.9243 2.6418 -0.9189 -0.237 0.864 0.412
P 2.7948 0.2694 -0.5029 -0.162 -1.815 -0.361
C -0.2153 1.8172 -2.3049 -3.000 -1.030 0.451
C -0.5450 0.4472 -2.0312 0.779 1.190 -0.217
C 0.1114 -0.6087 -2.7126 0.043 -0.536 -0.477
C -0.0082 -1.8839 -2.2735 0.346 0.301 -0.475
C -0.4979 -2.1744 -0.9025 -1.585 -0.409 -1.298
C -1.4632 -1.1403 -0.4436 0.401 0.656 0.115
C -1.4844 0.0894 -1.0253 -0.448 -0.463 0.790
Br 1.1616 -2.4199 0.1470 0.456 -0.195 0.719
H -1.5484 2.7735 -0.7276 0.557 -0.567 -0.696
H 0.2507 1.9723 -3.2852 0.107 0.356 0.248
H -2.4796 5.1367 -0.9293 -0.087 -0.065 0.125
H -1.4659 2.6118 -4.3352 -0.008 0.083 0.402
H -4.6547 5.6247 -2.0910 0.250 -0.203 -0.444
H -3.6695 3.0863 -5.2645 0.150 0.508 0.328
H 0.7184 -0.3562 -3.5982 -0.583 -0.318 0.359
H -2.2266 0.8460 -0.7475 0.297 -0.387 0.131
H 0.4027 -2.7115 -2.8404 0.254 0.359 0.135
H -2.0985 -1.3928 0.4002 0.060 0.221 -0.191
P -1.3282 -3.8596 -0.8508 0.897 1.425 0.209
C 3.2452 2.0109 -0.3782 1.289 0.371 -0.656
C 4.6820 2.2034 -0.8503 0.119 1.318 -0.073
H 3.1220 2.3152 0.6827 -0.092 0.189 -0.652
H 2.6335 2.6745 -1.1085 1.958 -0.467 0.825
H 4.8809 3.2797 -0.7918 0.527 -0.213 -0.089
H 5.3868 1.6635 -0.2087 -0.180 0.163 -0.210
H 4.7989 1.8962 -1.9012 -0.004 0.014 0.461
C 3.1821 -0.2779 -2.2889 -0.715 -0.003 0.224
C 4.4975 -0.9273 -2.7360 0.095 0.305 -0.037
H 2.9260 0.5583 -2.9626 0.052 -0.162 0.204
H 2.3973 -1.0316 -2.4374 0.281 0.300 -0.040
H 4.4481 -1.0277 -3.8320 0.145 -0.021 0.370
H 5.3590 -0.2950 -2.4908 -0.031 -0.293 -0.162
H 4.6446 -1.9353 -2.3149 -0.051 0.477 -0.075
C 4.2332 -0.6846 0.2604 0.293 -0.097 -0.388
C 4.7398 -0.3960 1.6784 0.000 -0.122 0.148
H 5.1005 -0.6381 -0.4239 -0.597 0.129 0.236
H 3.9035 -1.7394 0.1945 0.011 0.489 -0.036
H 4.5552 -1.2743 2.3131 0.073 0.444 0.024
H 5.8248 -0.2143 1.6638 -0.382 -0.071 0.083
H 4.2755 0.4814 2.1344 -0.004 -0.052 0.069
C -1.3329 -4.2417 0.9072 0.281 -0.264 0.243
C -1.8648 -5.6268 1.2276 -0.299 -0.322 0.207
H -1.8971 -3.4479 1.4192 -0.024 -0.154 -0.239
H -0.3016 -4.1267 1.2670 -0.326 -0.159 -0.231
H -2.9494 -5.6809 1.0974 0.132 -0.085 0.024
H -1.4075 -6.3950 0.5967 -0.034 0.056 0.137
H -1.6347 -5.8717 2.2695 -0.110 -0.022 -0.214
C -0.2955 -4.8765 -1.9286 0.135 -0.425 0.563
C -0.7229 -4.8812 -3.3942 -0.227 -0.260 -0.288
H -0.3181 -5.8908 -1.5054 0.093 0.116 -0.229
H 0.7268 -4.4999 -1.7964 -0.159 -0.182 0.054
H -1.6904 -5.3773 -3.5021 0.123 0.037 -0.118
H -0.8033 -3.8860 -3.8442 -0.015 -0.233 0.167
H 0.0083 -5.4501 -3.9770 -0.141 0.073 0.113
C -2.9965 -3.7961 -1.4985 0.083 -0.128 -0.343
C -4.0565 -3.2228 -0.5695 -0.393 -0.070 0.122
H -3.2192 -4.8493 -1.7413 -0.101 0.313 -0.044
H -2.9533 -3.2407 -2.4485 0.041 -0.203 0.203
H -4.9758 -3.1301 -1.1530 0.020 0.030 0.229
H -4.2539 -3.9053 0.2629 -0.009 0.166 -0.088
H -3.8102 -2.2352 -0.1681 -0.091 -0.274 -0.212
N 0.1083 2.9423 0.7820 -0.263 -0.303 2.552
S 0.7867 2.4701 2.2269 -2.304 -0.021 -0.412
C -0.2346 3.4001 3.4359 0.922 0.057 0.553
C 0.6000 3.8883 4.4452 -0.014 -0.204 -0.381
C 0.0767 4.6329 5.4865 -0.082 0.272 0.237
C -1.2868 4.9431 5.4976 0.195 -0.195 0.038
C -2.1350 4.4195 4.5166 0.306 -0.324 -0.370
C -1.6208 3.6161 3.4767 0.221 0.041 0.097
C 0.1854 0.8083 2.5665 1.185 -0.358 0.595
C -1.1306 0.3639 2.4867 -0.066 0.062 0.122
C -1.4876 -0.7789 3.2105 0.292 0.133 -0.083
C -0.5304 -1.4734 3.9571 -0.048 0.307 -0.170
C 0.8048 -1.0872 3.9058 0.393 -0.300 0.290
C 1.1819 0.0444 3.2029 -0.688 0.622 -0.095
H -0.8865 2.9412 1.0568 0.482 0.347 -1.102
H 1.6666 3.6637 4.3777 -0.270 0.198 0.240
H 0.7573 4.9677 6.2740 -0.403 0.043 -0.252
H -1.6936 5.5752 6.2908 0.109 -0.277 -0.280
H -3.2081 4.6220 4.5784 0.416 -0.119 -0.159
H -2.2990 3.1619 2.7487 0.186 0.274 0.198
H -1.8738 0.9085 1.8975 0.180 -0.111 0.347
H -2.5224 -1.1059 3.2511 0.071 0.105 -0.115
H -0.8406 -2.2797 4.6136 0.069 -0.026 -0.190
H 1.5691 -1.6203 4.4744 -0.313 0.016 -0.171
H 2.2069 0.4243 3.2121 -0.292 -0.287 0.100
```
Positions in Å, forces in eV/Å.

---

Please write out number 2 again, unchanged.
The following is a DFT calculation (ωB97M-V/def2-TZVPD) of a 2-piece molecular cluster, CH5NOS overall in a non-equilibrium geometry.

As for the SMILES: C=O.NS. As for the energy relative to the best compared isomer or geometry (same formula, charge and spin): 198.0 kJ/mol. As for the highest occupied orbital energy: -8.9 eV.

Structure (XYZ):
```
9
Properties=species:S:1:pos:R:3:forces:R:3
C -2.0656 0.1767 -0.1235 0.107 3.152 0.056
N 1.8424 0.3281 0.2676 -0.820 -0.564 0.153
O -2.1829 -0.7806 0.5475 -0.016 -1.791 1.071
S 1.6054 -1.1194 -0.7144 -0.989 1.083 1.575
H 2.1502 0.2088 1.2130 -0.076 -1.038 0.476
H -2.2647 0.2178 -1.1807 -0.069 -0.386 -1.039
H -1.8175 1.2104 0.2969 0.010 -0.938 -0.093
H 2.4551 1.0424 -0.0400 0.423 0.404 -1.487
H 0.2776 -1.2841 -0.2663 1.430 0.078 -0.713
```
Positions in Å, forces in eV/Å.